Entry 1:
{"formula": "C19H55N5O7", "method": "wB97M-V/def2-TZVPD", "symbols": ["C", "C", "O", "H", "H", "H", "H", "H", "H", "C", "C", "O", "H", "H", "H", "H", "H", "H", "C", "C", "O", "H", "H", "H", "H", "H", "H", "C", "O", "N", "N", "H", "H", "H", "H", "C", "C", "C", "O", "C", "N", "H", "H", "H", "H", "H", "H", "H", "H", "H", "H", "H", "C", "C", "C", "O", "C", "N", "H", "H", "H", "H", "H", "H", "H", "H", "H", "H", "H", "C", "C", "C", "O", "C", "N", "H", "H", "H", "H", "H", "H", "H", "H", "H", "H", "H"], "positions_angstrom": [[-0.395, 0.918, 1.602], [0.026, -0.341, 0.869], [-0.888, -1.431, 1.022], [-0.531, 0.690, 2.663], [-1.310, 1.252, 1.135], [0.352, 1.710, 1.523], [1.074, -0.653, 0.941], [-0.041, -0.094, -0.203], [-0.484, -2.062, 1.636], [-1.813, -0.376, -2.912], [-0.759, 0.187, -3.857], [-0.855, 1.612, -3.927], [-1.626, 0.082, -1.936], [-1.815, -1.460, -2.782], [-2.820, -0.041, -3.176], [-0.804, -0.206, -4.872], [0.228, -0.053, -3.430], [-0.338, 1.969, -3.183], [-2.873, -4.023, -1.710], [-2.674, -2.517, -1.779], [-3.379, -1.854, -0.719], [-3.898, -4.337, -1.890], [-2.575, -4.441, -0.737], [-2.207, -4.535, -2.417], [-3.212, -2.189, -2.672], [-1.610, -2.276, -1.821], [-2.944, -2.137, 0.097], [0.857, 3.012, -0.627], [0.115, 2.478, -1.477], [2.235, 2.909, -0.694], [0.327, 3.741, 0.409], [2.656, 2.258, -1.371], [2.808, 3.175, 0.088], [0.917, 4.255, 1.030], [-0.673, 3.862, 0.428], [6.579, 1.035, -3.793], [5.206, 1.510, -3.403], [4.513, 0.436, -2.555], [3.164, 0.801, -2.319], [2.360, -0.244, -1.800], [5.347, 2.796, -2.684], [6.932, 1.676, -4.596], [6.559, -0.012, -4.103], [7.261, 1.093, -2.945], [4.570, 1.652, -4.277], [5.041, 0.316, -1.593], [4.550, -0.524, -3.085], [2.805, -0.650, -0.886], [2.159, -1.042, -2.515], [1.448, 0.289, -1.539], [4.436, 3.260, -2.675], [5.479, 2.578, -1.694], [-2.546, 3.515, 0.440], [-2.924, 4.972, 0.668], [-4.038, 5.138, 1.674], [-5.199, 4.484, 1.244], [-6.152, 4.463, 2.233], [-1.710, 5.703, 1.068], [-3.340, 2.950, -0.047], [-2.346, 3.019, 1.392], [-1.666, 3.504, -0.204], [-3.204, 5.357, -0.315], [-4.282, 6.223, 1.701], [-3.748, 4.877, 2.699], [-7.091, 4.096, 1.821], [-6.388, 5.483, 2.598], [-5.863, 3.876, 3.112], [-1.305, 5.335, 1.923], [-1.923, 6.683, 1.236], [-0.786, -4.782, 4.159], [0.705, -4.609, 3.844], [1.157, -5.657, 2.860], [0.940, -6.929, 3.413], [1.799, -7.883, 2.923], [0.934, -3.279, 3.281], [-1.009, -5.768, 4.565], [-1.397, -4.636, 3.268], [-1.047, -4.079, 4.957], [1.218, -4.785, 4.803], [2.232, -5.573, 2.608], [0.639, -5.518, 1.895], [1.614, -8.829, 3.431], [2.857, -7.624, 3.097], [1.682, -8.075, 1.845], [0.783, -2.544, 3.967], [1.922, -3.161, 3.052]], "smiles": "COC[C@H](C)N.COC[C@H](C)N.COC[C@H](C)N.NC(N)=O.CCO.CCO.CCO", "energy_ev": -42374.520, "total_charge": 0, "e_homo_ev": -8.703, "spin_multiplicity": 1}

---

Entry 2:
{"formula": "C5H10N2O2", "method": "wB97M-V/def2-TZVPD", "symbols": ["C", "C", "C", "C", "C", "H", "H", "H", "H", "H", "H", "H", "H", "H", "H", "N", "N", "O", "O"], "positions_angstrom": [[-2.023, -1.896, 0.149], [-0.698, -1.395, -0.316], [-0.830, 2.043, 0.172], [0.804, 0.510, -0.012], [2.406, -1.283, 0.090], [-2.676, -0.960, 0.083], [-1.926, -2.129, 1.269], [-2.369, -2.755, -0.446], [-0.576, -1.169, -1.391], [0.117, -2.070, -0.013], [-1.260, 2.877, -0.390], [-0.878, 2.099, 1.255], [3.416, -1.348, 0.496], [1.749, -1.839, 0.702], [2.470, -1.778, -0.908], [-0.426, -0.143, 0.233], [1.976, 0.094, -0.011], [-1.423, 0.782, -0.203], [0.564, 1.910, -0.137]], "smiles": "CCN1OCO/C1=N/C", "energy_ev": -12419.317, "total_charge": 0, "e_homo_ev": -8.895, "spin_multiplicity": 1}

---

Entry 3:
{"formula": "C4H15N5", "method": "wB97M-V/def2-TZVPD", "symbols": ["C", "N", "N", "N", "H", "H", "H", "H", "H", "H", "H", "C", "C", "C", "N", "N", "H", "H", "H", "H", "H", "H", "H", "H"], "positions_angstrom": [[-0.886, 1.235, -1.562], [-1.926, 0.481, -2.093], [0.349, 1.116, -1.861], [-1.293, 2.304, -0.769], [-0.934, 0.324, 0.772], [-2.137, 2.769, -1.070], [-2.785, 0.510, -1.562], [-1.653, -0.413, -2.471], [1.020, 0.088, -0.280], [0.541, 0.349, -2.499], [-0.538, 2.943, -0.568], [1.538, 0.537, 1.771], [1.680, -1.737, 0.706], [0.935, -0.407, 0.733], [-1.139, -1.606, 0.299], [-0.474, -0.561, 1.072], [-0.849, -2.499, 0.696], [-2.136, -1.553, 0.508], [1.002, 1.484, 1.778], [1.476, 0.093, 2.763], [2.747, -1.551, 0.612], [2.581, 0.734, 1.535], [1.374, -2.351, -0.138], [1.507, -2.288, 1.629]], "smiles": "CC(C)NN.N=C(N)N", "energy_ev": -11841.088, "total_charge": 0, "e_homo_ev": -7.685, "spin_multiplicity": 1}

---

Entry 4:
{"formula": "CH2N2O2", "method": "wB97M-V/def2-TZVPD", "symbols": ["C", "N", "N", "O", "O", "H", "H"], "positions_angstrom": [[-0.006, -0.846, 0.617], [0.126, -0.725, -0.739], [-0.007, 0.542, 0.767], [0.057, -1.686, 1.443], [-0.084, 0.691, -0.617], [0.361, -1.195, -1.694], [-0.835, 0.963, 1.214]], "smiles": "O=c1[nH]o[nH]1", "energy_ev": -8140.485, "total_charge": 0, "e_homo_ev": -9.470, "spin_multiplicity": 1}

---

Entry 5:
{"formula": "C6H4N2O5STi", "method": "wB97M-V/def2-TZVPD", "symbols": ["O", "C", "Ti", "O", "C", "C", "O", "C", "O", "C", "O", "N", "C", "N", "S", "H", "H", "H", "H"], "positions_angstrom": [[-2.885, -2.691, -3.988], [-2.300, -2.146, -3.180], [-0.539, -0.503, -0.744], [-3.558, 0.829, -0.329], [-2.599, 0.257, -0.625], [0.892, -1.848, -1.733], [1.846, -2.427, -2.039], [-0.366, 0.728, -2.553], [-0.099, 1.569, -3.314], [-1.335, -2.317, 0.207], [-1.602, -3.153, 0.959], [2.294, 0.588, 2.577], [1.391, 1.296, 1.922], [1.094, 2.574, 2.112], [0.530, 0.492, 0.722], [2.822, 1.042, 3.290], [2.440, -0.376, 2.353], [0.385, 3.013, 1.553], [1.588, 3.072, 2.810]], "energy_ev": -53422.382, "total_charge": 3, "e_homo_ev": [-22.755, -22.879], "spin_multiplicity": 2}

---

Entry 6:
{"formula": "C4H10", "method": "wB97M-V/def2-TZVPD", "symbols": ["C", "C", "H", "H", "H", "H", "H", "H", "C", "C", "H", "H", "H", "H"], "positions_angstrom": [[-1.140, -1.476, 0.682], [-2.291, -2.111, 1.513], [-0.761, -0.614, 1.074], [-1.400, -1.158, -0.368], [-0.439, -2.197, 0.613], [-3.276, -1.682, 1.647], [-2.431, -3.122, 1.059], [-2.085, -2.370, 2.592], [2.920, 2.233, -1.844], [1.740, 2.559, -1.142], [2.937, 1.368, -2.474], [3.615, 3.026, -1.825], [0.881, 2.043, -1.077], [1.728, 3.501, -0.450]], "smiles": "C=C.CC", "energy_ev": -4307.980, "total_charge": 0, "e_homo_ev": -9.849, "spin_multiplicity": 1}